# C32H40FGeN6O6SZr

A molecular structure, C32H40FGeN6O6SZr in a non-equilibrium geometry (the ωB97M-V functional and the def2-TZVPD basis, OMol25).

Positions of all 88 atoms, in Å:
Zr  -3.264  0.085  0.315
Ge  -1.019  0.750  -2.715
S  -3.996  -2.548  1.192
F  2.515  -2.349  1.448
O  -2.433  4.289  1.198
O  -4.403  -1.999  -0.115
O  -3.174  2.204  0.969
O  -1.475  0.272  1.677
O  -5.030  -2.920  2.092
O  -3.144  -1.512  1.836
N  4.638  -0.637  1.008
N  -5.371  0.902  -0.497
N  7.439  -0.715  0.795
N  -8.170  3.005  0.398
N  -7.942  1.609  -1.274
N  1.488  3.018  1.054
C  -1.608  0.577  -4.604
C  -1.989  -4.311  1.866
C  -0.836  2.592  1.386
C  2.257  -1.084  1.324
C  -2.822  -3.838  0.832
C  1.695  1.663  1.142
C  2.424  5.220  0.187
C  0.202  -6.832  0.115
C  -0.974  -5.851  0.344
C  -0.623  1.178  1.511
C  -6.093  1.806  0.179
C  0.701  0.761  1.381
C  3.057  1.188  1.196
C  -1.100  -5.314  1.570
C  2.551  3.989  1.035
C  5.421  -0.459  2.173
C  -0.913  2.707  -2.449
C  -7.370  2.158  -0.219
C  1.015  -0.593  1.446
C  5.272  0.029  -0.143
C  -7.253  0.795  -2.024
C  -2.266  3.089  1.182
C  -1.807  -5.360  -0.693
C  6.717  -1.244  2.053
C  0.753  0.084  -2.286
C  -6.008  0.339  -1.572
C  -2.715  -4.282  -0.409
C  0.169  3.443  1.197
C  6.576  -0.765  -0.434
C  3.434  4.179  -0.132
C  3.306  -0.135  1.156
C  -2.253  0.023  -1.424
H  0.021  4.520  1.032
H  -1.886  3.087  -2.110
H  7.632  0.221  0.898
H  -9.150  2.971  0.210
H  -5.453  -0.454  -2.103
H  -2.193  -1.016  -1.587
H  6.260  -1.742  -0.686
H  0.683  -1.024  -2.253
H  7.446  -0.942  2.847
H  0.894  0.310  -1.211
H  8.343  -1.198  0.602
H  3.031  4.223  1.916
H  -1.841  -5.697  -1.766
H  -0.406  3.321  -3.356
H  5.696  0.616  2.306
H  7.107  -0.405  -1.321
H  -2.129  -3.949  2.860
H  -8.001  3.255  1.283
H  1.713  5.382  -0.619
H  -7.706  0.382  -2.933
H  4.928  -0.807  3.055
H  0.700  -6.535  -0.819
H  6.600  -2.351  1.922
H  3.890  1.849  1.037
H  -2.273  -0.212  -4.607
H  0.199  -1.269  1.704
H  -0.373  2.876  -1.569
H  -3.150  -3.751  -1.229
H  4.546  0.057  -1.005
H  -0.900  0.205  -5.263
H  2.854  6.141  0.537
H  -0.438  -5.605  2.348
H  3.075  3.547  -0.982
H  -0.102  -7.891  0.049
H  -5.627  2.285  1.086
H  -2.070  1.521  -4.970
H  5.594  0.963  0.165
H  4.517  4.355  -0.003
H  1.598  0.312  -2.776
H  0.795  -6.758  1.042

Its net charge is +1. For the total energy, the calculation gives -126400.2442 eV. Its HOMO energy is -8.7 eV. For the molar mass, the calculation gives 819.61 g mol⁻¹. The relative energy (zero: lowest compared OMol25 entry of this formula, charge and spin) is 41.8 kcal/mol.

Atomic partial charges in e from the Mulliken method, atoms 1 to 2:
1 Zr 1.047
2 Ge 0.515